97
Properties=species:S:1:pos:R:3 method="wB97M-V/def2-TZVPD" charge=+2 total_energy_ha=-8733.268787 e_lumo_ev="-4.70 / -5.98" orbital_gap_ev="6.83 / 7.17" spin_multiplicity=2 de_lowest_kcal_mol=0.0
Ba 0.30864 -0.30249 -0.08513
N -1.08778 -1.30846 4.47182
C -0.21583 -0.36045 4.94575
C 0.44921 0.10167 3.85300
N 0.00393 -0.54257 2.72337
C -0.92228 -1.38939 3.13206
C -1.63315 -2.27824 2.22383
N -1.41498 -2.29807 0.92209
C -2.26278 -3.25360 0.41344
C -3.00911 -3.79390 1.41337
N -2.58232 -3.17849 2.56381
H -1.72868 -1.83328 5.04341
H -0.15101 -0.11082 5.98977
H 1.21858 0.85298 3.81646
H -2.29211 -3.49540 -0.63515
H -3.77026 -4.55353 1.41717
H -2.94208 -3.37175 3.48359
C 6.29412 -3.56271 0.68715
Ge 4.35163 -3.48149 0.83672
C 3.81615 -2.82603 2.60334
C 3.50361 -5.21001 0.51245
Ge 3.45783 -1.99411 -0.89410
C 3.70228 -2.50588 -2.74552
C 4.42130 -3.68351 -2.97653
C 4.62156 -4.16132 -4.26272
C 4.09893 -3.47361 -5.34806
C 3.37325 -2.30872 -5.13992
C 3.17314 -1.83317 -3.85261
C 3.29531 -0.07959 -0.53908
C 2.97161 0.88201 -1.51063
C 2.51775 2.14692 -1.15252
C 2.39793 2.49916 0.18881
C 2.79312 1.59103 1.16666
C 3.22849 0.32124 0.80802
H 6.68308 -4.25669 1.43333
H 6.73570 -2.58261 0.86252
H 6.60225 -3.90940 -0.29811
H 4.01063 -3.61587 3.33040
H 2.75227 -2.58548 2.64399
H 4.39432 -1.95200 2.90315
H 3.89693 -5.94128 1.21956
H 3.69635 -5.57404 -0.49609
H 2.42491 -5.13931 0.65337
H 4.84533 -4.23514 -2.14491
H 5.19008 -5.06865 -4.41750
H 4.25661 -3.84217 -6.35258
H 2.96632 -1.76678 -5.98389
H 2.59918 -0.92375 -3.72928
H 3.07338 0.64828 -2.56112
H 2.26844 2.86651 -1.92304
H 2.04734 3.48325 0.47062
H 2.76841 1.87875 2.21026
H 3.49624 -0.38023 1.58974
N -0.10085 -1.42253 -2.74664
H -0.93255 -2.00450 -2.80112
H 0.67383 -2.00795 -3.05426
H -0.21951 -0.71868 -3.47128
C -0.58510 4.92853 -1.08893
Si -1.85590 3.69396 -1.68188
C -1.18273 2.76487 -3.16582
C -3.45236 4.56228 -2.09123
As -2.08432 2.06016 0.01396
Si -4.07749 0.87085 -0.42963
C -4.52260 -0.12823 1.09014
C -5.52483 1.92972 -0.93270
C -3.60899 -0.31080 -1.81243
Si -2.29265 3.26288 2.03716
C -0.54722 3.77876 2.47401
C -2.91304 2.08979 3.35620
C -3.42683 4.72816 1.84957
H -0.34153 5.61102 -1.90747
H 0.34144 4.45164 -0.76441
H -0.96327 5.53466 -0.26355
H -1.01048 3.44362 -4.00447
H -1.87823 1.99462 -3.50603
H -0.22763 2.28790 -2.92380
H -3.23172 5.47974 -2.64284
H -4.00860 4.83804 -1.19421
H -4.10078 3.95021 -2.71835
H -5.04138 0.48386 1.82746
H -3.64728 -0.57122 1.56805
H -5.20045 -0.93515 0.79854
H -5.68506 2.76603 -0.25090
H -6.43091 1.31786 -0.92795
H -5.40491 2.33332 -1.93782
H -2.83400 -1.00672 -1.47517
H -3.24220 0.22044 -2.69312
H -4.47420 -0.90394 -2.11866
H 0.09015 2.89581 2.57625
H -0.53782 4.31067 3.42875
H -0.10607 4.43574 1.72364
H -2.36756 1.14323 3.32668
H -3.97668 1.87885 3.25263
H -2.75799 2.53999 4.34018
H -3.06780 5.42995 1.09446
H -3.50212 5.27102 2.79510
H -4.43359 4.41377 1.56736


58
Properties=species:S:1:pos:R:3 method="wB97M-V/def2-TZVPD" smiles="COCCCCC[C@@]1(S(C)(=O)=O)OS(=O)(=O)O[C@]1(CCO)COCOCCO" total_energy_ha=-2213.447909 e_lumo_ev=0.25 orbital_gap_ev=10.32
C 2.00035 -2.09062 -4.11459
O 1.62374 -0.77879 -3.74849
C 0.74938 -0.14937 -4.66641
C 1.02000 1.34314 -4.71706
C 0.29324 2.17932 -3.66371
C 0.69758 1.96993 -2.17890
C -0.50160 1.47992 -1.34446
C -0.54261 1.65411 0.19272
S 0.02110 3.35771 0.68680
C 1.78099 3.23328 0.75394
O -0.44241 3.63640 2.01153
O -0.34387 4.23221 -0.38491
O -1.93806 1.71757 0.60639
S -2.55327 0.25001 0.64577
O -3.35362 0.14567 1.79948
O -3.06314 -0.12173 -0.62338
O -1.15055 -0.49811 0.80443
C -0.06348 0.42742 1.05619
C 1.23207 -0.26312 0.63657
C 1.19373 -1.16681 -0.59312
O 2.20065 -2.17252 -0.52828
C -0.02162 0.73409 2.59631
O -0.71320 -0.21406 3.35489
C -0.06358 -1.45201 3.55162
O -0.76531 -2.18068 4.48424
C -2.10325 -2.47572 4.07996
C -2.59532 -3.68619 4.86861
O -3.85143 -3.47438 5.48994
H 2.73291 -2.07407 -4.92784
H 1.13291 -2.68232 -4.42177
H 2.44663 -2.55906 -3.24132
H 0.87916 -0.58919 -5.65875
H -0.28841 -0.33345 -4.35841
H 0.70201 1.70098 -5.69926
H 2.09972 1.49886 -4.66268
H 0.44232 3.23098 -3.91098
H -0.77891 2.00121 -3.77573
H 1.04081 2.92973 -1.81220
H 1.53079 1.26783 -2.12053
H -1.39069 2.00783 -1.68277
H -0.66359 0.42693 -1.56930
H 2.04774 2.62627 1.61494
H 2.11345 4.25825 0.90883
H 2.18105 2.81717 -0.16567
H 2.01087 0.49120 0.52117
H 1.54247 -0.88033 1.48167
H 0.21034 -1.62514 -0.70473
H 1.41447 -0.61119 -1.49085
H 2.25441 -2.51600 0.37174
H 1.03598 0.76386 2.89363
H -0.46125 1.69591 2.82303
H -0.00831 -2.00076 2.59636
H 0.94209 -1.28731 3.95622
H -2.11414 -2.66332 3.00097
H -2.75196 -1.62345 4.27908
H -2.63058 -4.57074 4.22632
H -1.88192 -3.88762 5.66494
H -4.53689 -3.44974 4.80782


51
Properties=species:S:1:pos:R:3 method="wB97M-V/def2-TZVPD" total_energy_ha=-1205.061793 e_lumo_ev=0.10 orbital_gap_ev=10.14 de_lowest_kcal_mol=22.2
C 0.26733 -2.66284 0.09418
C 0.31435 -1.30240 0.67885
N 1.29267 -0.96104 1.55193
C 2.40984 -1.83104 1.85006
C 3.56473 -1.49259 0.82537
O -0.51773 -0.40932 0.39610
H -0.70338 -3.12327 0.26614
H 0.44917 -2.47797 -0.95599
H 1.04465 -3.39296 0.21923
H 1.20124 -0.07510 2.03175
H 2.22467 -2.89395 1.79789
H 2.89224 -1.66814 2.81152
H 3.87207 -2.26244 0.13802
H 4.44688 -1.48891 1.46750
H 3.38624 -0.54758 0.35496
H 1.97812 -2.10142 -2.42826
H 3.11545 -3.11156 -2.07332
O 2.89067 -2.17670 -2.07698
H -3.23765 -0.92547 2.24706
H -1.85123 -0.40565 2.21719
O -2.34119 -1.16717 2.54241
H -2.38556 -0.18324 -1.69492
H -2.68462 -1.44542 -1.01972
O -2.55863 -1.10574 -1.91790
H 2.73376 0.86230 -2.05652
H 1.84307 0.08325 -1.20997
O 2.13279 1.00833 -1.30593
H -2.66877 1.89698 3.91404
H -2.76121 1.25412 2.48048
O -2.69761 2.08223 2.96294
H 1.04469 4.02385 2.72756
H 0.78128 2.61527 2.36877
O 0.35226 3.35353 2.83136
H -0.60169 -1.42222 -2.14487
H -0.27045 -0.22741 -3.09142
O 0.05781 -1.06723 -2.76129
H -3.61985 -2.95584 0.60397
H -2.30964 -2.26650 1.15615
O -2.73955 -2.67275 0.35587
H -2.85418 2.61099 -0.65089
H -4.29932 2.09637 -0.85984
O -3.39391 2.01614 -1.16003
H 0.80112 2.30400 -2.31265
H 1.83506 3.06211 -3.04094
O 0.87374 2.88593 -3.07654
H 0.04746 1.31548 0.18587
H -0.00228 2.92574 0.62559
O 0.52129 2.13998 0.38239
H -0.60793 4.08634 -2.05808
H -1.77829 3.33620 -2.47030
O -1.48995 3.86474 -1.71878